A cluster of 12 separate species, H23O12 in total in a non-equilibrium geometry, computed with ωB97M-V with the def2-TZVPD basis set.

XYZ file:
```
35
Properties=species:S:1:pos:R:3:forces:R:3:nbo_charge:R:1
O 1.29128 1.15279 -0.58753 -3.68 1.22 1.82 -1.046
H 3.24953 2.22424 -0.60134 -0.07 1.30 -0.10 0.467
H 1.08114 0.53533 0.28989 -0.42 1.02 -1.43 0.534
H 3.25943 -0.63409 -2.66761 0.68 1.10 0.46 0.465
H 0.66180 -2.47250 -0.35792 1.60 1.02 -1.70 0.511
O -1.70876 0.80350 -0.38699 1.27 3.22 2.95 -1.014
O -1.71350 0.28755 2.66829 -1.72 -3.20 -0.44 -1.069
H -0.08039 -1.00648 0.68742 -1.01 -2.29 -1.27 0.430
H -0.99729 3.27519 0.58607 0.39 0.68 -1.43 0.496
H 0.70379 1.44753 -3.03170 5.18 11.17 -2.10 0.445
O 2.89528 3.03123 -1.05270 0.42 -1.49 -0.33 -0.952
H 0.43335 1.85841 -0.59616 4.66 -3.65 0.77 0.424
O 2.40465 -0.95046 -2.87928 -2.36 -0.82 -0.57 -1.031
O 0.28170 -3.30429 -0.23944 -1.99 1.27 4.61 -1.013
H 0.23065 -4.06075 -0.72259 0.60 -2.17 -2.99 0.505
H -1.86394 -3.06500 -0.78940 2.06 2.10 1.01 0.476
H -0.41413 2.72557 -0.66258 -0.08 -3.84 -2.48 0.405
H -2.13224 1.85970 2.35758 -1.19 0.46 -0.60 0.500
H -3.18074 -3.38891 -1.31189 -2.44 0.96 -0.85 0.459
H -1.03931 0.98972 0.49589 -2.52 -2.30 -3.42 0.528
O 0.14523 -0.26960 1.17825 2.17 2.23 1.91 -1.156
H 1.01086 -3.85050 2.68532 -0.23 -0.13 -0.34 0.468
H 0.10455 0.62119 -1.87011 1.13 0.87 -2.26 0.517
H 1.35814 -2.36980 2.50661 -0.18 0.10 -0.10 0.488
O -2.38914 -3.76677 -1.04715 0.33 -3.19 -0.16 -0.938
O 1.47884 -3.12508 3.09113 0.35 0.16 0.39 -0.957
H -2.43781 -0.49754 2.44955 3.22 3.19 0.73 0.472
H -1.54706 -0.03527 -0.76729 0.64 -1.38 0.05 0.453
O -2.26599 2.84771 2.54763 1.69 -1.65 0.56 -0.997
O 0.35695 0.72856 -2.85828 -6.73 -12.08 3.24 -0.938
H -0.73486 0.00066 2.24179 -1.89 -0.20 -0.20 0.521
O -0.61499 3.51368 -0.31688 -1.74 4.49 3.91 -0.887
H 1.61273 -0.29963 -2.84021 1.94 -0.55 0.06 0.505
H -1.61133 2.68700 3.26736 -0.53 1.36 -0.04 0.456
H 2.17158 2.50710 -1.46575 0.46 0.99 0.34 0.474
```
Forces are in eV/Å.

Output
Energy relative to the best compared isomer or geometry (same formula, charge and spin) in kcal/mol: 160.44
LUMO level in eV: 2.60
Total energy in a.u.: -916.566722
Molar mass in g mol⁻¹: 215.17
Frontier orbital gap in eV: 9.558
Strongest force on any atom in Eh/bohr: 0.2761
Total charge: -1
HOMO level in eV: -6.959

A cluster of 11 separate species, H24NO10 in total in a non-equilibrium geometry, computed with ωB97M-V with the def2-TZVPD basis set.

XYZ file:
```
35
Properties=species:S:1:pos:R:3:forces:R:3:nbo_charge:R:1
H -2.84354 -3.59031 0.84500 0.65 1.90 0.27 0.484
H 3.39346 -0.76431 2.60300 -2.01 2.21 -1.42 0.487
H -1.41854 -0.55531 -2.18800 -3.23 -2.75 2.90 0.463
H -1.08654 0.11769 -3.19300 -2.50 3.61 -7.85 0.474
H -3.95754 1.01869 0.49800 1.37 -2.04 -1.66 0.498
H -1.11654 0.04469 1.10600 0.67 -0.58 -0.85 0.474
H 0.27046 -1.97131 1.85800 -0.65 -0.24 -2.13 0.498
O -0.01454 -2.07931 0.88300 -3.96 4.09 5.23 -0.955
H -2.24154 0.41469 4.02700 -0.58 -2.35 2.29 0.477
H 3.24646 0.25569 1.19800 -2.58 -1.91 4.49 0.505
H 0.34546 -0.09631 0.18100 0.88 -1.46 -0.28 0.448
O -2.01054 1.01269 3.38000 1.04 1.65 -2.33 -0.955
H -0.67354 1.17869 0.07700 1.17 -0.21 1.24 0.475
H 1.59546 -2.55731 -2.06400 -1.32 -1.66 0.30 0.501
O 2.71146 -0.10531 2.15700 4.07 -0.41 -2.35 -1.016
H -3.82254 -0.06931 -0.74400 0.35 0.84 1.50 0.497
O 2.90746 -0.11031 -0.49200 3.58 4.60 3.90 -0.938
O -2.76954 -2.59831 0.95400 -1.54 -1.43 -0.22 -0.974
O 1.71846 -1.64531 -2.16000 0.95 3.45 -0.04 -0.996
H 2.43346 2.81469 -1.34400 0.26 -0.26 0.04 0.477
N -0.22854 0.46669 0.74200 -5.03 1.68 -1.93 -0.872
H 3.80446 -0.39831 -0.65100 1.13 0.39 0.20 0.498
H 0.14646 0.76469 1.58200 1.87 1.59 1.79 0.450
H -2.71454 1.65069 3.43600 -0.32 0.62 -0.15 0.481
H 0.35146 2.77269 -2.09600 1.34 -0.39 0.17 0.497
H 0.61546 -2.57631 0.56200 5.16 -4.38 -2.92 0.475
H -1.86554 -2.30531 1.00200 0.60 -0.72 -0.17 0.478
O -0.46154 3.24969 -2.03600 -1.80 -0.30 -0.69 -0.972
O 2.11946 2.07969 -1.88300 0.67 -2.83 1.10 -1.013
H 2.54646 -0.67831 -1.04000 -3.89 -5.24 -4.55 0.489
O -3.34354 0.33769 0.02900 -1.47 1.27 0.25 -0.991
O -0.68254 -0.13931 -2.48600 5.78 -0.84 5.30 -0.921
H -0.45854 3.86169 -1.31900 0.39 0.60 0.62 0.465
H 1.02146 -0.95731 -1.98100 -0.20 -2.09 -0.92 0.516
H 2.48246 1.15669 -1.44300 -0.88 3.60 -1.15 0.493
```
Forces are in eV/Å.

Output
Energy relative to the best compared isomer or geometry (same formula, charge and spin) in kcal/mol: 115.13
LUMO level in eV: -3.06
Total energy in a.u.: -821.193152
Molar mass in g mol⁻¹: 198.19
Frontier orbital gap in eV: 10.651
Strongest force on any atom in Eh/bohr: 0.1750
Total charge: +1
HOMO level in eV: -13.711

A cluster of 12 separate species, H24O12 in total in a non-equilibrium geometry, computed with ωB97M-V with the def2-TZVPD basis set.

XYZ file:
```
36
Properties=species:S:1:pos:R:3:forces:R:3:nbo_charge:R:1
O 2.38618 -0.37954 -1.99232 0.60 1.34 -0.55 -0.900
O -4.66786 -1.54774 0.29608 -0.25 0.27 -0.02 -0.922
H -0.25122 1.15555 0.28491 0.06 -0.27 0.17 0.464
H 4.95519 -0.92804 2.03768 0.02 -0.02 0.10 0.471
H -1.40714 1.00778 2.95291 -0.01 -0.12 0.15 0.465
H -1.84156 -2.10886 -0.40264 -0.36 -0.25 0.17 0.453
O -0.68490 -1.66513 1.26137 3.31 1.86 1.92 -0.927
H -1.64446 -3.49053 0.19918 -0.43 -0.20 -0.42 0.447
H 4.37544 0.45350 1.78216 -0.07 0.08 0.57 0.444
O 5.12684 0.53770 -0.69316 0.05 -0.02 0.07 -0.911
H 3.30551 -0.58539 -2.19587 -0.37 -0.37 -0.38 0.440
O 4.37463 -0.26382 2.42594 0.01 0.00 -0.29 -0.909
H -2.45269 0.22121 -2.97084 0.02 0.09 -0.08 0.466
H -3.06301 1.73183 0.17642 -0.15 0.06 0.01 0.459
H -0.81565 -2.59138 1.49365 0.11 0.87 0.33 0.468
H -0.28496 -1.69732 0.38501 0.61 0.31 0.50 0.453
H 2.41945 0.51584 -1.63710 -0.34 0.21 -0.19 0.469
O -2.19473 -2.70235 0.26969 -2.83 -2.47 -2.49 -0.896
H -4.14678 -0.96413 -0.26683 -0.09 -0.14 0.06 0.456
H 4.73115 0.50067 0.18493 0.07 -0.04 -0.47 0.443
H -2.84325 1.00060 3.45050 0.06 0.01 0.06 0.469
O -3.38963 2.63306 0.27694 0.26 -0.11 -0.05 -0.932
O 1.19443 3.39362 -0.11282 -0.22 0.62 0.16 -0.950
O -3.01674 0.94150 -3.27419 0.05 -0.17 0.06 -0.941
H 0.42954 2.86680 -0.37049 0.36 -0.06 -0.17 0.473
O 0.55342 0.88807 -0.17333 -0.46 -0.37 -0.11 -0.945
O -1.94027 1.17673 3.73790 -0.05 0.04 -0.18 -0.934
H -5.51590 -1.09734 0.37955 0.02 -0.01 -0.01 0.466
H 1.24221 0.96819 0.49611 -0.06 -0.03 0.06 0.489
H 2.72329 -2.81981 -0.36269 -0.09 -0.09 0.13 0.466
H 0.81247 4.20873 0.23171 0.21 0.08 -0.01 0.467
H 4.43833 0.19687 -1.27521 0.20 0.18 0.28 0.454
H -3.23163 0.70416 -4.18330 -0.02 0.08 0.07 0.475
H -3.09500 3.08003 -0.52456 -0.12 -0.01 -0.02 0.473
H 1.38420 -3.00752 -1.05670 0.12 -0.11 -0.04 0.458
O 2.03511 -2.33357 -0.83062 -0.23 -1.23 0.60 -0.923
```
Forces are in eV/Å.

Output
Energy relative to the best compared isomer or geometry (same formula, charge and spin) in kcal/mol: 130.39
LUMO level in eV: -0.42
Total energy in a.u.: -917.117573
Molar mass in g mol⁻¹: 216.18
Frontier orbital gap in eV: 9.156
Strongest force on any atom in Eh/bohr: 0.0876
SMILES: O.O.O.O.O.O.O.O.O.O.O.O
HOMO level in eV: -9.576